# 1
{"formula": "C23H31F6MnO3", "method": "ωB97M-V/def2-TZVPD", "elements": ["O", "C", "C", "H", "H", "C", "H", "H", "C", "H", "H", "H", "C", "H", "H", "H", "Mn", "C", "C", "C", "H", "C", "C", "H", "H", "H", "H", "C", "C", "C", "H", "C", "C", "H", "H", "H", "H", "O", "C", "C", "H", "H", "C", "H", "H", "C", "H", "H", "H", "H", "C", "C", "O", "C", "F", "F", "F", "C", "F", "F", "F", "H", "H", "H"], "coordinates": [[-0.08010, 0.04920, -2.22660], [0.91290, -0.49760, -3.14490], [0.41980, 0.40930, -4.26390], [0.75710, -1.56310, -3.28010], [1.92070, -0.33190, -2.77860], [-0.72510, 0.82060, -3.32530], [0.11240, -0.08690, -5.17990], [1.09610, 1.22550, -4.50340], [-2.05270, 0.19940, -3.68640], [-1.97830, -0.88550, -3.70520], [-2.35780, 0.53700, -4.67670], [-2.83210, 0.47620, -2.98240], [-0.83240, 2.28420, -2.99590], [0.14580, 2.73510, -2.85740], [-1.40840, 2.43620, -2.08630], [-1.33630, 2.80640, -3.80860], [0.00000, 0.00000, 0.00000], [0.87240, 1.54760, 1.54690], [1.80080, 0.49360, 1.43100], [2.35000, 0.55300, 0.13050], [2.04740, -0.23240, 2.18620], [1.74960, 1.62060, -0.54870], [0.81390, 2.22930, 0.31020], [0.18540, 3.07210, 0.07670], [0.30330, 1.78690, 2.42690], [3.05430, -0.14650, -0.27990], [1.93340, 1.89200, -1.57360], [-1.46770, -0.45880, 1.85280], [-1.92460, 0.71650, 1.21110], [-2.32830, 0.37730, -0.09060], [-1.95190, 1.70420, 1.63660], [-2.12160, -1.01460, -0.25350], [-1.60790, -1.52400, 0.95300], [-1.29060, -2.53660, 1.11910], [-1.06020, -0.52250, 2.84770], [-2.74590, 1.05640, -0.81240], [-2.27330, -1.58300, -1.15340], [0.70900, -1.66960, -7.41490], [0.25620, -0.55980, -8.19880], [0.41340, -0.96970, -9.65440], [0.86810, 0.32020, -7.97070], [-0.77480, -0.33440, -7.92420], [1.62270, -1.89410, -9.58510], [0.55560, -0.11880, -10.31790], [-0.46510, -1.51970, -9.99320], [1.39280, -2.60270, -8.25950], [2.54370, -1.31120, -9.55170], [1.69000, -2.58380, -10.42410], [2.31780, -2.90720, -7.76860], [0.77070, -3.49470, -8.39380], [0.51930, -4.24210, 0.63860], [1.47350, -3.00800, 0.63020], [0.88400, -1.89100, -0.12770], [1.89620, -2.76650, 2.12530], [2.14680, -3.97200, 2.76760], [3.08840, -2.06800, 2.23300], [0.88470, -2.14540, 2.83390], [2.73650, -3.44870, -0.15330], [3.35350, -4.54150, 0.44330], [2.39390, -3.79230, -1.44350], [3.66490, -2.42850, -0.22220], [-0.27640, -4.20790, 1.40140], [1.06330, -5.16210, 0.94690], [0.09570, -4.42650, -0.36760]], "forces_ev_per_angstrom": [[-0.09, 0.14, -1.10], [-0.27, 0.18, 0.44], [-0.04, -0.02, -0.25], [-0.05, -0.15, -0.05], [0.11, 0.06, 0.11], [0.47, -0.51, 0.44], [0.00, -0.08, -0.09], [0.07, 0.09, 0.01], [-0.14, -0.02, -0.05], [0.06, -0.09, -0.01], [-0.02, 0.08, -0.12], [-0.06, -0.01, 0.16], [-0.01, 0.14, 0.03], [0.13, -0.01, 0.07], [-0.05, -0.05, 0.11], [-0.07, 0.04, -0.14], [0.48, -0.76, -0.27], [0.58, 0.39, 0.18], [0.47, 0.66, 0.20], [0.45, 0.23, 0.20], [-0.08, 0.36, -0.06], [0.29, 0.16, -0.13], [0.24, 0.37, 0.35], [-0.10, 0.11, -0.02], [-0.12, -0.02, 0.07], [0.06, -0.06, -0.06], [0.05, 0.06, -0.18], [-0.66, 0.18, 0.28], [-0.64, -0.12, 0.39], [-0.37, -0.13, 0.11], [0.04, 0.11, 0.03], [-0.52, -0.24, 0.11], [-0.64, -0.11, 0.02], [-0.08, 0.10, -0.02], [0.06, 0.04, 0.05], [-0.05, 0.11, -0.13], [-0.05, -0.08, -0.16], [0.02, 0.03, -0.27], [0.02, 0.00, 0.15], [-0.04, 0.01, -0.06], [0.02, -0.03, 0.03], [-0.02, -0.02, 0.02], [0.06, 0.00, -0.03], [0.01, 0.05, -0.01], [-0.05, -0.04, 0.00], [-0.03, -0.04, 0.15], [0.04, 0.04, 0.02], [0.00, -0.05, -0.02], [-0.01, 0.03, 0.03], [-0.03, 0.03, 0.02], [0.20, -1.05, 0.30], [-1.79, 1.53, -1.94], [2.07, -3.22, 1.99], [0.20, 0.07, 0.16], [-0.39, 1.32, -0.34], [-1.79, -0.70, 0.39], [1.80, -0.83, -0.78], [0.24, 0.63, -0.16], [-0.27, 1.13, -1.11], [0.81, 0.15, 1.53], [-0.84, -1.68, -0.31], [0.22, 0.52, -0.50], [-0.07, 0.51, -0.40], [0.20, 0.44, 0.61]], "total_charge": -1, "spin_multiplicity": 6, "gap_ev": [5.249, 5.968]}

***

# 2
{"formula": "C11H10BrNSeTc", "method": "ωB97M-V/def2-TZVPD", "elements": ["C", "C", "C", "H", "C", "C", "H", "H", "H", "H", "Tc", "Br", "C", "C", "C", "H", "C", "C", "H", "H", "H", "H", "Se", "C", "N"], "coordinates": [[-1.53494, -0.78372, -0.20822], [-1.48481, -1.29500, 1.12907], [-1.74270, -0.19939, 2.03495], [-1.31240, -2.32789, 1.41235], [-1.94534, 0.98438, 1.25231], [-1.80823, 0.62549, -0.13132], [-1.84796, 1.32443, -0.96108], [-1.47797, -1.38211, -1.09835], [-1.81157, -0.27605, 3.11965], [-2.20151, 1.96687, 1.62317], [0.02217, 0.19802, 0.87736], [1.37415, -1.82476, 1.04146], [2.08814, 0.68337, -1.50664], [1.10984, 1.47793, -2.17030], [0.12143, 0.59527, -2.72234], [1.12923, 2.56071, -2.30142], [0.50518, -0.74092, -2.41851], [1.72930, -0.69720, -1.68580], [2.31064, -1.56634, -1.39516], [2.98071, 1.03555, -0.98835], [-0.73494, 0.88433, -3.33478], [-0.03379, -1.64987, -2.68486], [2.56152, -0.14666, 4.82631], [1.40703, 0.14452, 3.56778], [0.59682, 0.40904, 2.72271]], "forces_ev_per_angstrom": [[-0.97, -0.02, 0.06], [-1.34, 0.54, 0.48], [-1.41, -0.53, -0.60], [0.06, 0.41, -0.04], [-0.78, -0.36, 0.00], [-0.25, 0.22, -0.23], [-0.20, -0.26, 0.18], [0.18, 0.08, 0.06], [0.34, 0.09, -0.50], [0.23, -0.09, 0.05], [1.55, -0.42, -0.33], [1.00, -0.98, -0.07], [-0.77, 0.76, 0.02], [1.55, -0.56, 1.18], [0.06, -2.83, -0.31], [0.03, -0.38, 0.17], [-0.97, 1.83, -1.08], [0.16, 0.67, -0.39], [-0.10, 0.41, -0.16], [-0.32, -0.07, -0.30], [0.29, -0.07, 0.32], [0.25, 0.36, -0.03], [0.15, -0.11, 0.21], [-1.50, 0.74, -1.23], [2.76, 0.58, 2.56]], "spin_multiplicity": 4, "gap_ev": [7.131, 5.389]}

***

# 3
{"formula": "C39H38As2N5OS2Ti", "method": "ωB97M-V/def2-TZVPD", "elements": ["Ti", "C", "C", "N", "N", "C", "N", "S", "C", "C", "C", "C", "C", "N", "H", "H", "H", "H", "H", "H", "H", "H", "H", "H", "C", "C", "As", "C", "C", "C", "C", "C", "C", "C", "C", "C", "C", "C", "C", "As", "C", "C", "C", "C", "C", "C", "C", "C", "C", "C", "C", "C", "H", "H", "H", "H", "H", "H", "H", "H", "H", "H", "H", "H", "H", "H", "H", "H", "H", "H", "H", "H", "H", "H", "H", "H", "O", "N", "C", "C", "C", "C", "C", "S", "H", "H", "H", "H"], "coordinates": [[-0.02786, 0.07581, -0.21901], [-1.55102, -3.27592, -2.52243], [-1.33876, -2.03169, -1.72827], [-0.15219, -1.60953, -1.35368], [0.86386, -2.53226, -1.49588], [1.93713, -2.46913, -0.67096], [2.81496, -3.46105, -0.79981], [2.14670, -1.23108, 0.44741], [-2.46136, -1.23923, -1.21056], [-3.77519, -1.64537, -1.33546], [-4.77000, -0.88946, -0.73595], [-4.42104, 0.24927, -0.03662], [-3.08534, 0.58324, 0.06335], [-2.12479, -0.15245, -0.50459], [-0.75872, -3.42782, -3.25650], [-2.47123, -3.21397, -3.09782], [-1.62155, -4.16592, -1.88922], [0.69333, -3.33586, -2.07933], [2.67626, -4.24232, -1.41921], [3.61221, -3.48321, -0.18551], [-4.02050, -2.54796, -1.87652], [-5.80541, -1.19433, -0.81248], [-5.16284, 0.87767, 0.43668], [-2.75144, 1.45408, 0.61087], [0.54750, 3.04452, -2.97326], [1.94858, 2.88234, -2.41806], [2.15958, 1.27191, -1.36035], [3.85571, 1.54379, -0.54873], [4.95556, 1.86814, -1.33799], [6.17197, 2.14700, -0.72785], [6.28639, 2.11166, 0.65750], [5.18355, 1.80143, 1.44071], [3.96552, 1.51999, 0.83645], [2.50988, -0.01190, -2.79465], [1.57938, -0.18343, -3.81974], [1.78336, -1.13503, -4.81015], [2.92071, -1.93622, -4.78219], [3.84816, -1.77344, -3.76195], [3.64379, -0.81624, -2.77045], [-0.80740, 2.20489, -1.86546], [-2.32474, 2.31588, -3.01549], [-2.68817, 3.56697, -3.51563], [-3.73099, 3.66860, -4.42516], [-4.40783, 2.52902, -4.84532], [-4.03354, 1.28370, -4.36437], [-2.98729, 1.17803, -3.45461], [-1.14226, 3.62991, -0.56466], [-2.43087, 4.09582, -0.32336], [-2.65066, 5.10890, 0.60871], [-1.58403, 5.66897, 1.29635], [-0.29431, 5.20207, 1.06338], [-0.07790, 4.17786, 0.15148], [0.44990, 2.61033, -3.96512], [0.25671, 4.09026, -3.03933], [2.22204, 3.71553, -1.77533], [2.69466, 2.81594, -3.20665], [4.88708, 1.89256, -2.41811], [7.03293, 2.39529, -1.33531], [7.23670, 2.33240, 1.12724], [5.26898, 1.77984, 2.51981], [3.10895, 1.28826, 1.45702], [0.67917, 0.41620, -3.86201], [1.06229, -1.24216, -5.61155], [3.09171, -2.66742, -5.56247], [4.74300, -2.38418, -3.74033], [4.37605, -0.70669, -1.98190], [-2.17904, 4.46648, -3.19629], [-4.01545, 4.63976, -4.80971], [-5.21921, 2.61203, -5.55730], [-4.54734, 0.39170, -4.70191], [-2.68762, 0.20200, -3.11407], [-3.27502, 3.68525, -0.86098], [-3.65733, 5.46919, 0.78099], [-1.75289, 6.46947, 2.00623], [0.54642, 5.63985, 1.58856], [0.93311, 3.81857, 0.01103], [-0.08875, 1.21602, 1.26607], [-0.59356, 0.99947, 2.50903], [-0.70773, 2.10525, 3.29187], [-1.20938, 1.97522, 4.54510], [-1.59318, 0.69315, 4.98183], [-1.47795, -0.38957, 4.15417], [-0.97073, -0.25502, 2.84352], [-0.80989, -1.49769, 1.68334], [-0.37858, 3.02236, 2.82738], [-1.29723, 2.84972, 5.17276], [-1.99082, 0.56309, 5.98059], [-1.77758, -1.37817, 4.47117]], "forces_ev_per_angstrom": [[0.67, 0.33, 1.17], [-0.14, -0.11, -0.07], [0.39, 0.29, 0.12], [-0.77, -1.97, -0.83], [0.09, 0.58, 0.01], [0.05, 0.01, -0.06], [0.10, -0.06, 0.18], [-0.07, -0.35, -0.35], [0.14, -0.30, -0.29], [-0.29, -0.08, -0.06], [-0.12, -0.20, -0.10], [-0.01, 0.20, 0.12], [0.23, -0.10, -0.09], [-0.43, 0.09, -0.15], [0.01, 0.02, -0.03], [-0.02, 0.01, 0.04], [0.04, 0.05, 0.04], [0.09, -0.04, -0.01], [0.02, 0.02, -0.04], [0.00, 0.00, -0.01], [-0.05, 0.05, 0.01], [0.02, 0.01, -0.01], [-0.01, -0.04, -0.01], [-0.01, 0.07, 0.04], [0.00, 0.15, -0.17], [0.20, 0.27, -0.07], [-0.35, -0.71, -0.41], [0.17, 0.17, 0.09], [0.27, 0.02, 0.23], [0.00, 0.00, -0.02], [-0.02, 0.00, -0.04], [-0.01, 0.00, -0.02], [0.17, 0.08, 0.09], [0.09, 0.04, 0.15], [-0.01, -0.05, -0.05], [0.04, -0.03, 0.04], [-0.02, 0.05, 0.04], [-0.02, 0.05, 0.05], [0.00, -0.15, -0.18], [0.04, 0.05, 0.82], [-0.10, 0.20, -0.26], [-0.30, -0.09, -0.15], [0.01, 0.02, 0.01], [0.01, -0.01, 0.00], [0.04, 0.00, 0.03], [-0.15, 0.12, -0.20], [-0.06, -0.09, -0.10], [0.00, 0.09, 0.20], [0.03, -0.08, -0.05], [0.03, -0.04, -0.02], [-0.05, -0.03, -0.02], [0.00, 0.08, -0.01], [-0.01, -0.03, -0.07], [0.09, 0.11, -0.13], [0.03, 0.07, 0.04], [0.01, 0.16, -0.11], [-0.05, 0.00, -0.03], [-0.02, -0.01, 0.01], [-0.03, -0.01, -0.03], [0.01, 0.00, -0.03], [-0.08, -0.01, -0.01], [-0.04, 0.05, 0.02], [0.02, 0.01, 0.02], [-0.01, 0.02, 0.02], [-0.02, 0.03, 0.00], [0.03, 0.03, 0.04], [0.05, 0.02, 0.05], [0.01, -0.02, 0.00], [0.02, 0.01, 0.03], [0.01, 0.04, 0.00], [0.06, -0.10, 0.04], [-0.03, -0.01, -0.07], [0.03, -0.02, -0.01], [0.01, -0.03, -0.04], [-0.03, -0.02, -0.01], [0.03, -0.03, -0.02], [0.00, 1.08, 0.93], [0.17, 0.27, -0.69], [0.05, -0.34, -0.10], [-0.06, -0.03, 0.18], [-0.02, 0.12, 0.09], [0.00, -0.24, -0.13], [-0.07, 0.14, 0.15], [-0.02, 0.22, 0.27], [0.00, 0.00, -0.02], [-0.03, -0.06, 0.04], [0.02, 0.00, -0.04], [-0.01, 0.02, 0.02]], "total_charge": 2, "spin_multiplicity": 2, "gap_ev": [6.521, 6.684]}

***

# 4
{"formula": "C4H4ClF3", "method": "ωB97M-V/def2-TZVPD", "elements": ["C", "C", "C", "C", "H", "H", "H", "H", "F", "F", "F", "Cl"], "coordinates": [[0.52845, 2.00345, 0.53938], [0.79704, 1.46479, -0.68983], [0.46197, -0.08966, -0.74732], [-0.69980, -0.55128, -0.08125], [0.43710, 1.12657, 1.62945], [0.95072, 2.16793, -1.87714], [0.50795, -0.43436, -1.71834], [-1.61556, 0.19451, -0.33054], [0.57475, 3.36172, 0.83630], [1.46728, -0.86031, -0.22191], [-0.63300, -0.74438, 1.27000], [-1.14632, -2.10774, -0.51699]], "forces_ev_per_angstrom": [[1.02, -1.54, 1.45], [-1.40, 1.32, -1.09], [3.95, 2.72, 0.20], [-5.92, 1.88, 0.94], [0.11, 3.42, -3.64], [-0.47, -2.40, 4.35], [-0.92, -0.03, -2.52], [2.01, -1.63, 0.73], [-0.06, -2.48, -0.47], [1.73, -0.23, 0.95], [0.85, 1.72, 1.12], [-0.89, -2.76, -2.01]], "spin_multiplicity": 1, "gap_ev": 11.278}

***

# 5
{"formula": "C4H4NO3PS", "method": "ωB97M-V/def2-TZVPD", "elements": ["C", "C", "C", "C", "N", "O", "O", "O", "P", "S", "H", "H", "H", "H"], "coordinates": [[1.57929, -0.14282, 0.19496], [1.78909, 1.00972, 0.78962], [-0.85022, 0.09998, -0.70807], [0.37603, -0.66576, -0.58633], [0.10458, 2.54845, -0.73884], [-3.38779, 0.41244, 0.56214], [-1.93118, -0.75391, -1.40913], [-2.10255, -1.79478, 0.94681], [-2.26837, -0.46374, 0.24817], [0.77467, 2.48058, 0.58383], [2.24169, -0.91327, 0.41073], [2.72921, 1.14148, 1.24514], [0.77862, -1.25871, -1.54472], [0.16692, -1.69966, 0.00569]], "forces_ev_per_angstrom": [[-2.04, -0.32, -1.19], [-0.86, 1.17, -0.85], [-2.14, -1.29, 0.42], [2.38, -3.67, 0.13], [-1.34, -0.17, -2.93], [-1.45, 1.19, 0.36], [0.44, 1.22, 1.14], [-0.04, 0.75, 0.18], [2.02, -1.94, -1.92], [1.47, 0.24, 3.04], [1.49, -1.43, 0.13], [1.05, 0.27, 1.15], [-0.83, 1.81, 1.17], [-0.17, 2.16, -0.83]], "total_charge": -2, "spin_multiplicity": 1, "gap_ev": [4.443, 5.215]}

***

Number 1: E -78121.5789 eV. Number 2: E -150642.6574 eV. Number 3: E -217009.2279 eV. Number 4: E -24883.3075 eV. Number 5: E -31964.7878 eV.